[1]
Here is a single C4H8N2O3 molecule from the Open Molecules 2025 dataset. Energies are from ωB97M-V/def2-TZVPD.

Bonds (Å) are listed after each position.
Positions of all 17 atoms, in Å:
1 H -1.492 -0.273 0.565  C9 1.202
2 H 0.050 -1.955 -2.573  O6 0.947
3 C 0.337 -1.851 -0.037  O10 1.163, C13 1.495
4 H -1.306 0.803 2.116  C9 1.039
5 N 0.263 -0.276 1.631  C9 1.449, N14 1.390
6 O -0.087 -1.102 -2.186  H2 0.947, C13 1.357
7 H 1.777 0.960 1.019  N14 1.049
8 H 0.943 1.405 -1.127  C11 1.105
9 C -1.177 -0.148 1.718  H1 1.202, H4 1.039, N5 1.449, H15 1.063
10 O 0.058 -2.979 -0.087  C3 1.163
11 C 0.465 0.609 -0.528  H8 1.105, H12 1.186, C13 1.577, N14 1.418
12 H -0.688 0.849 -0.664  C11 1.186
13 C 0.675 -0.848 -1.093  C3 1.495, O6 1.357, C11 1.577, O16 1.406
14 N 0.762 0.760 0.851  N5 1.390, H7 1.049, C11 1.418
15 H -1.545 -0.931 2.335  C9 1.063
16 O 2.050 -0.859 -1.384  C13 1.406, H17 0.988
17 H 2.186 -0.526 -2.305  O16 0.988

Output
HOMO-LUMO gap (alpha / beta) = 8.4 / 8.2 eV
Net charge = 0
Largest force on an atom = 0.0900 hartree/bohr
Lowest unoccupied orbital energy (alpha / beta) = 0.0169 / 0.0168 hartree


[2]
Here is a single C4H8N2O3 molecule from the Open Molecules 2025 dataset. Energies are from ωB97M-V/def2-TZVPD.

Bonds (Å) are listed after each position.
Positions of all 17 atoms, in Å:
1 C 0.851 -0.032 0.434  N3 1.447, C6 1.537, C9 1.509, H17 1.085
2 H -1.961 1.220 -2.922  N12 1.007
3 N 1.780 -0.936 -0.209  C1 1.447, H13 1.026, H14 1.012
4 H 0.331 0.299 3.569  O10 0.967
5 H -2.657 0.950 -1.362  N12 1.003
6 C -0.580 0.000 -0.127  C1 1.537, C8 1.522, H11 1.101, H15 1.091
7 O 0.892 -1.517 2.346  C9 1.213
8 C -0.636 0.488 -1.567  C6 1.522, N12 1.356, O16 1.216
9 C 0.757 -0.398 1.895  C1 1.509, O7 1.213, O10 1.352
10 O 0.434 0.656 2.676  H4 0.967, C9 1.352
11 H -0.976 -1.027 -0.120  C6 1.101
12 N -1.862 0.900 -1.972  H2 1.007, H5 1.003, C8 1.356
13 H 1.722 -0.781 -1.222  N3 1.026
14 H 1.547 -1.895 0.013  N3 1.012
15 H -1.232 0.616 0.495  C6 1.091
16 O 0.327 0.486 -2.311  C8 1.216
17 H 1.264 0.970 0.383  C1 1.085

Output
HOMO-LUMO gap = 10.0 eV
Net charge = 0
SMILES = NC(=O)C[C@H](N)C(=O)O
Largest force on an atom = 0.0195 hartree/bohr
Lowest unoccupied orbital energy = 0.0213 hartree


[3]
Here is 2 unconnected molecules or ions with the total composition C4H8N2O3S from the Open Molecules 2025 dataset. Energies are from ωB97M-V/def2-TZVPD.

Bonds (Å) are listed after each position.
Positions of all 18 atoms, in Å:
1 C -2.806 0.564 0.424  H2 1.056, H6 1.055, C10 1.549, H13 1.057
2 H -3.678 0.806 -0.120  C1 1.056
3 O 3.930 -0.755 0.947  N14 1.183
4 O 2.591 1.201 -1.985  S7 1.453
5 H -0.559 -0.891 1.435  C8 1.116
6 H -2.469 1.524 0.706  C1 1.055
7 S 3.501 1.370 -0.865  O4 1.453, O9 1.506, N14 1.914
8 C -0.449 -0.401 0.438  H5 1.116, C10 1.545, H17 1.053, C18 1.539
9 O 2.736 1.670 0.397  S7 1.506
10 C -1.797 -0.350 -0.316  C1 1.549, C8 1.545, H11 1.141, H15 1.006
11 H -2.137 -1.404 -0.585  C10 1.141
12 N 0.818 -2.366 -0.409  C18 1.192
13 H -3.059 0.173 1.372  C1 1.057
14 N 3.223 -0.220 0.164  O3 1.183, S7 1.914
15 H -1.699 0.188 -1.161  C10 1.006
16 H 1.300 -0.470 -0.729  C18 1.071
17 H -0.055 0.555 0.636  C8 1.053
18 C 0.607 -1.194 -0.351  C8 1.539, N12 1.192, H16 1.071

Output
HOMO-LUMO gap (alpha / beta) = 7.5 / 8.4 eV
Net charge = 0
2S+1 = 3
Largest force on an atom = 0.1279 hartree/bohr
Expectation value of S² = 2.019
Lowest unoccupied orbital energy (alpha / beta) = -0.0516 / -0.1042 hartree


[4]
Here is 2 unconnected molecules or ions with the total composition C4H8N2O4 from the Open Molecules 2025 dataset. Energies are from ωB97M-V/def2-TZVPD.

Bonds (Å) are listed after each position.
Positions of all 18 atoms, in Å:
1 C -0.357 0.776 -0.335  C6 1.567, N7 1.429, H9 1.100, C10 1.543
2 C 1.790 -0.646 -0.015  C6 1.518, O11 1.331, O16 1.208
3 O -1.455 -2.312 -0.733  H13 0.964, H15 1.107
4 O -2.606 0.419 0.727  C10 1.206
5 H 2.198 1.085 -0.750  O11 0.978
6 C 0.623 0.057 0.655  C1 1.567, C2 1.518, H8 1.102, N14 1.449
7 N -0.151 2.187 -0.424  C1 1.429, H17 1.014, H18 1.017
8 H 1.014 0.768 1.400  C6 1.102
9 H -0.287 0.354 -1.348  C1 1.100
10 C -1.500 0.056 0.410  C1 1.543, O4 1.206, N14 1.536
11 O 2.594 0.195 -0.661  C2 1.331, H5 0.978
12 H -0.466 -1.124 2.136  N14 1.014
13 H -0.692 -2.316 -1.323  O3 0.964
14 N -0.454 -0.747 1.196  C6 1.449, C10 1.536, H12 1.014
15 H -0.897 -2.191 0.216  O3 1.107
16 O 1.764 -1.818 -0.309  C2 1.208
17 H -0.608 2.585 -1.237  N7 1.014
18 H -0.510 2.672 0.394  N7 1.017

Output
HOMO-LUMO gap = 10.5 eV
Net charge = 0
SMILES = N[C@@H]1C(=O)N[C@H]1C(=O)O.O
Largest force on an atom = 0.0800 hartree/bohr
Lowest unoccupied orbital energy = 0.0136 hartree


[5]
Here is a single C4H8N2O4S molecule from the Open Molecules 2025 dataset. Energies are from ωB97M-V/def2-TZVPD.

Bonds (Å) are listed after each position.
Positions of all 19 atoms, in Å:
1 H -3.232 -0.443 1.080  N7 1.001
2 H -0.850 0.781 2.406  O17 0.969
3 O -1.217 -1.135 -1.193  C8 1.223
4 C 1.604 -0.723 -0.162  C9 1.465, C12 1.315, H18 1.179
5 N -0.764 -0.025 0.669  C8 1.347, O17 1.415, S19 1.972
6 H -3.520 -1.289 -0.404  N7 0.980
7 N -2.949 -0.732 0.165  H1 1.001, H6 0.980, C8 1.357
8 C -1.629 -0.667 -0.140  O3 1.223, N5 1.347, N7 1.357
9 C 1.440 0.138 -1.336  C4 1.465, H10 1.128, H13 0.970, S19 1.936
10 H 2.223 0.924 -1.536  C9 1.128
11 O -0.845 1.650 -1.518  S19 1.433
12 C 2.522 -0.424 0.730  C4 1.315, H15 1.081, H16 1.041
13 H 1.019 -0.268 -2.110  C9 0.970
14 O 0.831 2.241 0.239  S19 1.414
15 H 3.089 0.459 0.475  C12 1.081
16 H 2.772 -0.904 1.620  C12 1.041
17 O -1.442 0.750 1.639  H2 0.969, N5 1.415
18 H 0.836 -1.617 -0.110  C4 1.179
19 S 0.113 1.284 -0.515  N5 1.972, C9 1.936, O11 1.433, O14 1.414

Output
HOMO-LUMO gap = 9.8 eV
Net charge = 0
SMILES = C=CCS(=O)(=O)N(O)C(N)=O
Largest force on an atom = 0.1352 hartree/bohr
Lowest unoccupied orbital energy = 0.0117 hartree


[6]
Here is a single C4H8N2OS molecule from the Open Molecules 2025 dataset. Energies are from ωB97M-V/def2-TZVPD.

Bonds (Å) are listed after each position.
Positions of all 16 atoms, in Å:
1 O 0.702 1.022 -0.461  C11 1.422, N14 1.392
2 H -0.904 0.401 2.968  C4 1.123
3 H -1.668 0.570 0.602  C9 1.113
4 C -0.141 0.354 2.145  H2 1.123, H8 1.102, C9 1.515, H16 1.100
5 H 2.406 0.243 -1.272  C11 1.050
6 H -1.137 -1.131 1.046  C9 1.058
7 H -1.851 -1.822 -0.754  N15 1.038
8 H 0.648 -0.376 2.390  C4 1.102
9 C -0.849 -0.124 0.895  H3 1.113, C4 1.515, H6 1.058, N14 1.480
10 C -0.331 -0.861 -1.390  S12 1.822, N14 1.388, N15 1.272
11 C 1.551 0.773 -1.575  O1 1.422, H5 1.050, S12 1.815, H13 1.065
12 S 0.568 -0.138 -2.799  C10 1.822, C11 1.815
13 H 1.840 1.667 -2.076  C11 1.065
14 N 0.096 -0.211 -0.240  O1 1.392, C9 1.480, C10 1.388
15 N -1.245 -1.722 -1.592  H7 1.038, C10 1.272
16 H 0.315 1.354 2.115  C4 1.100

Output
HOMO-LUMO gap = 9.8 eV
Net charge = 0
SMILES = [H]/N=C1/SCON1CC
Largest force on an atom = 0.0458 hartree/bohr
Lowest unoccupied orbital energy = 0.0281 hartree